(1)
Formula: C22H26F6O19
Source: the Open Molecules 2025 dataset
Level of theory: wB97M-V/def2-TZVPD

## Properties
- LUMO level: 0.369 eV
- Highest occupied orbital energy: -9.859 eV
- DFT total energy: -78442.91301 eV
- SMILES: O=C1OC[C@@H](F)O1.O=C1OC[C@@H](F)O1.O=C1OC[C@@H](F)O1.O=C1OC[C@@H](F)O1.O=C1OC[C@@H](F)O1.O=C1OC[C@@H](F)O1.C1CCOC1
- Gap between HOMO and LUMO: 10.23 eV

The geometry in XYZ format:
```
73
C22H26F6O19 (wB97M-V/def2-TZVPD)
O 4.724 -2.978 2.843
C 3.689 -3.453 3.145
O 2.880 -4.250 2.359
C 1.545 -4.295 2.842
C 1.752 -3.874 4.308
F 1.880 -4.978 5.147
O 3.001 -3.222 4.275
H 0.816 -3.722 2.230
H 1.243 -5.331 2.936
H 1.013 -3.191 4.764
O -6.849 1.216 -1.272
C -6.042 2.104 -1.441
O -4.766 1.967 -1.813
C -4.243 3.279 -1.902
C -5.385 4.210 -1.752
F -5.830 4.660 -2.981
O -6.389 3.434 -1.209
H -3.571 3.493 -1.028
H -3.638 3.357 -2.824
H -5.253 5.116 -1.195
O 1.522 -0.483 2.259
C 2.543 -0.286 2.785
O 3.676 0.171 2.218
C 4.738 0.024 3.215
C 4.028 -0.246 4.494
F 4.010 0.977 5.228
O 2.710 -0.509 4.100
H 5.561 -0.658 3.002
H 5.311 0.917 3.368
H 4.478 -1.065 5.097
O -1.619 -3.057 1.958
C -1.263 -2.111 1.299
O -0.495 -2.193 0.176
C -0.392 -0.982 -0.487
C -1.000 0.000 0.492
F -2.114 0.651 -0.069
O -1.522 -0.811 1.582
H 0.653 -0.770 -0.672
H -0.927 -1.071 -1.453
H -0.413 0.862 0.814
O -2.570 -1.208 -3.125
C -3.606 -1.561 -2.751
O -4.441 -2.363 -3.484
C -5.601 -2.772 -2.764
C -5.410 -2.003 -1.464
F -5.137 -2.892 -0.386
O -4.299 -1.195 -1.599
H -6.442 -2.561 -3.453
H -5.559 -3.814 -2.493
H -6.230 -1.471 -1.040
O 2.476 0.442 -0.925
C 3.387 -0.336 -0.929
O 3.273 -1.604 -1.411
C 4.674 -2.166 -1.338
C 5.544 -1.014 -0.940
F 6.386 -0.511 -1.984
O 4.671 -0.042 -0.560
H 4.728 -2.918 -0.547
H 4.810 -2.710 -2.282
H 6.154 -1.283 -0.117
C 0.074 2.895 -1.912
C 0.100 4.081 -2.866
C 0.701 5.141 -1.961
O 0.013 4.998 -0.773
C 0.014 3.569 -0.549
H 1.001 2.303 -2.033
H -0.723 2.177 -2.143
H -0.948 4.361 -3.173
H 0.705 3.853 -3.721
H 0.521 6.105 -2.361
H 1.797 5.026 -1.791
H -0.907 3.360 -0.056
H 0.785 3.208 0.094
```

***

(2)
Formula: C3HgMgO3
Source: the Open Molecules 2025 dataset
Level of theory: wB97M-V/def2-TZVPD

## Properties
- LUMO level (alpha / beta): -16.012 / -16.011 eV
- Highest occupied orbital energy (alpha / beta): -21.546 / -22.114 eV
- Net charge: +3
- Spin multiplicity: 2
- DFT total energy: -18833.97192 eV
- Gap between HOMO and LUMO (alpha / beta): 5.53 / 6.10 eV

The geometry in XYZ format:
```
8
C3HgMgO3 (wB97M-V/def2-TZVPD)
C -0.884 0.046 -0.464
C -2.106 -0.017 0.083
O -3.192 -0.029 0.425
O 0.306 0.951 -0.072
C 0.434 -0.348 -0.532
O 1.106 -1.271 -0.205
Mg 0.982 2.815 0.084
Hg 3.353 -2.146 0.681
```

***

(3)
Formula: C4H12N3
Source: the Open Molecules 2025 dataset
Level of theory: wB97M-V/def2-TZVPD

## Properties
- LUMO level (alpha / beta): -3.896 / -3.507 eV
- Highest occupied orbital energy (alpha / beta): -11.702 / -12.335 eV
- Net charge: +1
- DFT total energy: -8799.92353 eV
- Gap between HOMO and LUMO (alpha / beta): 7.81 / 8.83 eV

The geometry in XYZ format:
```
19
C4H12N3 (wB97M-V/def2-TZVPD)
C -2.449 -0.889 0.427
C -2.110 0.024 1.684
C -1.420 0.138 0.431
C 1.307 -0.568 0.093
N 1.264 -0.959 -1.325
N 1.999 0.684 0.156
N 1.775 1.564 -0.949
H -2.491 -1.952 0.485
H -3.398 -0.664 -0.268
H -2.834 0.835 1.825
H -1.584 -0.518 2.468
H -1.419 1.052 -0.110
H 1.746 -1.174 0.829
H 1.728 -0.205 -1.792
H 0.225 -1.015 -1.553
H 1.861 1.103 1.021
H 1.135 2.323 -0.690
H 1.934 -1.699 -1.525
H 2.731 1.923 -1.206
```

***

(4)
Formula: C5H22NO4
Source: the Open Molecules 2025 dataset
Level of theory: wB97M-V/def2-TZVPD

## Properties
- LUMO level: -3.172 eV
- Highest occupied orbital energy: -14.334 eV
- Net charge: +1
- DFT total energy: -15215.12581 eV
- Gap between HOMO and LUMO: 11.16 eV

The geometry in XYZ format:
```
32
C5H22NO4 (wB97M-V/def2-TZVPD)
C -0.825 0.335 -2.060
C -0.281 0.716 -0.644
C -1.142 -0.090 0.434
C -2.595 0.443 0.236
C -1.302 -1.586 0.250
N 1.135 0.192 -0.509
H -1.449 -0.573 -2.041
H -0.208 -0.015 -2.889
H -1.555 1.157 -2.357
H -0.372 1.787 -0.444
H -0.789 0.094 1.439
H -3.308 -0.118 0.837
H -3.040 0.206 -0.746
H -2.617 1.485 0.424
H -2.302 -1.992 0.632
H -0.659 -2.293 0.791
H -1.372 -1.857 -0.793
H 1.241 -0.565 -1.194
H 1.329 -0.303 0.372
H 1.786 0.942 -0.681
H 4.046 -1.293 -1.192
H 4.454 0.026 -0.525
O 3.780 -0.663 -0.507
H 1.893 -0.453 2.749
H 1.466 1.055 2.554
O 1.152 0.146 2.580
H 0.341 -3.527 2.256
H 0.808 -2.435 3.225
O 1.130 -3.152 2.662
H -0.029 4.388 -2.264
H -0.174 4.164 -0.892
O -0.543 3.781 -1.705
```

***

(5)
Formula: C4H6O2
Source: the Open Molecules 2025 dataset
Level of theory: wB97M-V/def2-TZVPD

## Properties
- LUMO level: 0.740 eV
- Highest occupied orbital energy: -9.955 eV
- DFT total energy: -8337.96405 eV
- Gap between HOMO and LUMO: 10.70 eV

The geometry in XYZ format:
```
12
C4H6O2 (wB97M-V/def2-TZVPD)
O 2.396 -0.426 -0.541
C 1.863 0.188 0.356
C 0.358 0.426 0.261
C -0.360 -0.552 -0.638
C -1.578 -0.068 0.125
O -0.699 0.230 1.253
H 2.481 0.715 1.105
H 0.282 1.488 -0.028
H -0.120 -1.534 -0.221
H -0.242 -0.552 -1.718
H -2.382 -0.781 0.321
H -2.001 0.868 -0.274
```

***

(6)
Formula: C4H3FN2O
Source: the Open Molecules 2025 dataset
Level of theory: wB97M-V/def2-TZVPD

## Properties
- LUMO level: 0.457 eV
- Highest occupied orbital energy: -10.816 eV
- DFT total energy: -11940.59106 eV
- SMILES: N#C[C@@H]1NC(=O)[C@@H]1F
- Gap between HOMO and LUMO: 11.27 eV

The geometry in XYZ format:
```
11
C4H3FN2O (wB97M-V/def2-TZVPD)
N 2.734 -0.033 -0.996
C 1.772 -0.102 -0.357
C 0.572 -0.249 0.474
N -0.476 -1.101 -0.076
C -1.349 -0.088 -0.389
O -2.410 -0.061 -0.957
C -0.436 0.926 0.330
F -0.003 1.975 -0.431
H 0.852 -0.487 1.509
H -0.424 -2.091 -0.386
H -0.833 1.309 1.279
```